Record 1
Entry from the OMol25 dataset: a gas-phase ion, C3H6IN2 (charge +1) (ωB97M-V/def2-TZVPD).

```
! RIJCOSX wB97M-V def2-TZVPD def2/J DEFGRID3
* xyz 1 3
C 0.90 -0.16 0.76
H -0.90 1.07 0.82
H -0.95 0.14 -1.73
C -1.19 -0.28 -0.60
N -0.26 0.71 0.13
C -0.57 -1.58 -0.23
N 0.55 -1.41 0.33
H -0.99 -2.47 -0.53
H 1.97 0.05 0.59
H 0.15 1.44 -0.49
H 0.97 -0.11 1.91
I -3.17 -0.02 0.05
*
```

Orbital gap (spin up / spin down)   5.574 / 5.087 eV
Relative energy (zero: lowest compared OMol25 entry of this formula, charge and spin)   1.8190 eV
LUMO level (spin up / spin down)   -4.38 / -8.70 eV

Now the Löwdin charges, all in e: atom 1 (C): -0.134, atom 2 (H): 0.079, atom 3 (H): 0.169, atom 4 (C): -0.755, atom 5 (N): 0.044, atom 6 (C): -0.173, atom 7 (N): 0.078, atom 8 (H): 0.098, atom 9 (H): 0.143, atom 10 (H): 0.185, atom 11 (H): 0.170, atom 12 (I): 1.096



Record 2
Entry from the OMol25 dataset: a gas-phase ion, C11H18N (charge +1) (ωB97M-V/def2-TZVPD).

```
! RIJCOSX wB97M-V def2-TZVPD def2/J DEFGRID3
* xyz 1 1
H 3.16 -0.59 -0.84
C -1.08 -0.53 -0.38
H -2.73 -1.76 0.06
H 2.41 1.94 0.68
H 0.04 -2.21 0.31
H -0.66 -1.64 2.67
H 2.67 -1.94 0.22
C 2.61 -0.96 -0.03
N -0.01 -1.17 0.51
C -0.11 -0.92 2.00
H -2.72 -0.62 1.12
C 0.73 -1.04 -1.75
H 2.13 2.44 -0.95
C -2.53 -0.78 0.11
H 1.00 -0.83 2.23
C -0.60 -0.98 -1.75
H 1.25 -1.36 -2.63
C -0.62 0.93 -0.25
H -2.36 1.81 -0.99
C -1.67 1.95 -0.12
C 1.17 -0.59 -0.36
C 0.71 0.87 -0.19
H -0.50 0.04 2.07
H -3.31 -0.05 -0.43
H -2.09 1.75 0.77
H -1.28 2.97 -0.40
H 0.94 2.87 0.05
C 1.56 2.08 -0.14
H -1.22 -1.20 -2.49
H 3.08 -0.47 0.87
*
```

Orbital gap   9.573 eV
SMILES   CC1=C(C)[C@@]2(C)C=C[C@]1(C)[N@H+]2C
Relative energy (zero: lowest compared OMol25 entry of this formula, charge and spin)   3.3704 eV
LUMO level   -3.03 eV

Now the Löwdin charges, all in e: atom 1 (H): 0.088, atom 2 (C): -0.321, atom 3 (H): 0.047, atom 4 (H): 0.136, atom 5 (H): 0.211, atom 6 (H): 0.133, atom 7 (H): 0.053, atom 8 (C): 0.022, atom 9 (N): -0.007, atom 10 (C): 0.060, atom 11 (H): 0.059, atom 12 (C): 0.043, atom 13 (H): 0.075, atom 14 (C): 0.020, atom 15 (H): 0.129, atom 16 (C): 0.051, atom 17 (H): 0.133, atom 18 (C): -0.203, atom 19 (H): 0.114, atom 20 (C): -0.002, atom 21 (C): -0.301, atom 22 (C): -0.176, atom 23 (H): 0.065, atom 24 (H): 0.154, atom 25 (H): 0.055, atom 26 (H): 0.122, atom 27 (H): 0.044, atom 28 (C): -0.003, atom 29 (H): 0.086, atom 30 (H): 0.112



Record 3
Entry from the OMol25 dataset: a molecular structure, C7H19CdClNO3 (ωB97M-V/def2-TZVPD).

```
! RIJCOSX wB97M-V def2-TZVPD def2/J DEFGRID3
* xyz 0 2
O 24.42 7.92 -29.55
H 20.03 11.82 -31.01
C 18.06 8.56 -32.53
C 21.12 11.73 -31.06
H 17.61 7.97 -33.33
C 21.60 10.36 -31.52
H 21.18 10.05 -32.48
C 24.51 9.41 -29.28
O 18.34 7.88 -31.35
C 23.13 9.94 -29.70
H 20.92 14.13 -30.54
H 24.68 9.60 -28.23
H 21.34 11.96 -30.02
H 24.96 6.09 -28.83
H 23.56 10.80 -31.32
C 20.98 13.91 -31.60
Cd 23.40 7.79 -31.46
H 17.22 9.22 -32.32
O 21.67 12.71 -31.95
H 25.42 9.90 -29.64
H 21.10 9.79 -30.74
Cl 21.46 6.77 -30.51
H 19.13 7.34 -31.31
C 25.04 7.14 -28.54
H 23.03 10.93 -29.24
H 22.40 9.30 -29.22
H 26.10 7.36 -28.53
H 18.95 9.07 -32.92
N 23.05 9.94 -31.17
H 21.45 14.79 -32.04
H 24.76 7.51 -27.55
H 19.96 13.93 -31.98
*
```

Orbital gap (spin up / spin down)   6.217 / 9.712 eV
LUMO level (spin up / spin down)   0.37 / 0.25 eV

Now the Löwdin charges, all in e: atom 1 (O): -0.466, atom 2 (H): 0.126, atom 3 (C): -0.190, atom 4 (C): -0.234, atom 5 (H): 0.069, atom 6 (C): -0.168, atom 7 (H): 0.112, atom 8 (C): -0.154, atom 9 (O): -0.146, atom 10 (C): -0.265, atom 11 (H): 0.086, atom 12 (H): 0.112, atom 13 (H): 0.109, atom 14 (H): 0.100, atom 15 (H): 0.107, atom 16 (C): -0.129, atom 17 (Cd): 0.798, atom 18 (H): 0.077, atom 19 (O): -0.161, atom 20 (H): 0.123, atom 21 (H): 0.075, atom 22 (Cl): -0.324, atom 23 (H): -0.031, atom 24 (C): -0.096, atom 25 (H): 0.117, atom 26 (H): 0.100, atom 27 (H): 0.084, atom 28 (H): 0.062, atom 29 (N): -0.162, atom 30 (H): 0.087, atom 31 (H): 0.091, atom 32 (H): 0.089



Record 4
Entry from the OMol25 dataset: 2 unconnected molecules or ions with the total composition C4H8N2 (ωB97M-V/def2-TZVPD).

```
! RIJCOSX wB97M-V def2-TZVPD def2/J DEFGRID3
* xyz 0 1
H -2.56 0.17 -2.64
C -1.59 0.39 -0.71
C 1.95 1.08 0.71
N 1.08 -2.41 0.79
H 1.81 1.70 1.66
H 3.08 0.82 0.69
N 1.02 -0.03 0.57
H 1.76 1.81 -0.04
H 0.92 -2.95 1.59
C -2.60 0.04 -1.52
H -3.52 -0.56 -1.33
H -0.87 1.00 -0.97
H -1.53 0.12 0.31
C 1.04 -1.18 0.90
*
```

Orbital gap   10.422 eV
SMILES   CN=C=N.C=C
Relative energy (zero: lowest compared OMol25 entry of this formula, charge and spin)   2.6758 eV
LUMO level   0.73 eV

Now the Löwdin charges, all in e: atom 1 (H): 0.058, atom 2 (C): -0.084, atom 3 (C): -0.106, atom 4 (N): 0.152, atom 5 (H): 0.093, atom 6 (H): 0.104, atom 7 (N): 0.027, atom 8 (H): 0.046, atom 9 (H): 0.033, atom 10 (C): -0.070, atom 11 (H): 0.053, atom 12 (H): -0.020, atom 13 (H): 0.033, atom 14 (C): -0.319



Record 5
Entry from the OMol25 dataset: a molecular structure, C17H20BClN4O3PdS2SbSe4 (ωB97M-V/def2-TZVPD).

```
! RIJCOSX wB97M-V def2-TZVPD def2/J DEFGRID3
* xyz -1 1
H 1.73 4.79 -0.31
C 0.46 -2.54 -3.46
C 1.79 -2.94 -1.52
H 2.75 -2.91 -1.03
H -2.07 1.05 4.32
S 0.27 0.64 -2.30
C 0.66 -3.39 -0.83
H -2.14 -4.88 -1.24
H -0.61 3.77 -4.56
H 2.56 -2.15 -3.36
H -1.90 3.56 -3.36
Sb -4.19 -0.39 2.46
C 1.69 -2.52 -2.83
C -1.81 -3.95 -0.78
H 1.71 -4.14 2.14
H -1.62 -4.14 0.27
Se -1.51 -1.25 1.64
C -1.82 2.05 4.00
S -1.84 2.47 0.88
H -1.68 2.68 4.88
N 0.04 3.30 -2.63
C -0.58 -3.43 -1.48
C -0.94 3.19 -3.70
H 0.76 1.69 4.84
H 2.05 0.90 0.03
Se -4.41 -0.74 4.83
Pd 0.16 -0.50 -0.20
C 0.54 2.26 -1.90
B 1.86 2.05 0.29
H 2.86 2.62 0.61
C 2.53 -2.32 1.37
H 2.68 -4.36 0.69
H -2.62 2.44 3.40
Cl 0.32 -1.99 -5.11
C 1.54 1.92 2.78
C 1.92 -3.73 1.15
C 0.45 4.49 -2.07
C -0.66 -2.99 -2.79
H -1.62 -3.00 -3.29
C 0.64 1.87 3.78
C 1.21 4.16 -1.02
H -2.63 -3.23 -0.84
Se -2.07 0.20 -0.16
H 2.61 1.79 2.80
H -1.03 2.15 -3.99
O 1.79 -1.30 1.18
N -0.58 2.05 3.22
O 3.69 -2.33 1.78
C -0.45 2.18 1.88
Se -5.50 -1.67 0.93
N 1.27 2.79 -0.92
H 0.16 5.44 -2.48
O 0.69 -3.82 0.45
N 0.90 2.14 1.59
*
```

Orbital gap (spin up / spin down)   4.599 / 4.209 eV
Relative energy (zero: lowest compared OMol25 entry of this formula, charge and spin)   2.2490 eV
LUMO level (spin up / spin down)   0.41 / 0.28 eV

Now the Löwdin charges, all in e: atom 1 (H): 0.124, atom 2 (C): -0.720, atom 3 (C): -0.016, atom 4 (H): 0.117, atom 5 (H): 0.016, atom 6 (S): 0.665, atom 7 (C): -0.284, atom 8 (H): 0.087, atom 9 (H): 0.092, atom 10 (H): 0.108, atom 11 (H): 0.096, atom 12 (Sb): -0.069, atom 13 (C): -0.134, atom 14 (C): -0.047, atom 15 (H): 0.132, atom 16 (H): 0.060, atom 17 (Se): 0.190, atom 18 (C): -0.053, atom 19 (S): 0.617, atom 20 (H): 0.099, atom 21 (N): -0.122, atom 22 (C): -0.215, atom 23 (C): -0.030, atom 24 (H): 0.135, atom 25 (H): 0.047, atom 26 (Se): -0.290, atom 27 (Pd): 0.225, atom 28 (C): -0.704, atom 29 (B): -0.434, atom 30 (H): 0.082, atom 31 (C): -0.686, atom 32 (H): 0.125, atom 33 (H): 0.042, atom 34 (Cl): 0.622, atom 35 (C): -0.052, atom 36 (C): -0.102, atom 37 (C): -0.054, atom 38 (C): -0.085, atom 39 (H): 0.118, atom 40 (C): -0.030, atom 41 (C): -0.061, atom 42 (H): 0.064, atom 43 (Se): 0.249, atom 44 (H): 0.132, atom 45 (H): 0.049, atom 46 (O): -0.153, atom 47 (N): -0.117, atom 48 (O): 0.003, atom 49 (C): -0.665, atom 50 (Se): -0.271, atom 51 (N): -0.006, atom 52 (H): 0.120, atom 53 (O): -0.062, atom 54 (N): 0.045



Record 6
Entry from the OMol25 dataset: a molecular structure, H8LiO4 (ωB97M-V/def2-TZVPD).

```
! RIJCOSX wB97M-V def2-TZVPD def2/J DEFGRID3
* xyz 1 1
O 4.74 -9.36 -9.10
O 5.54 -9.25 -6.82
H 7.42 -7.96 -7.98
H 3.83 -9.61 -8.99
H 4.58 -7.43 -6.36
H 7.29 -9.38 -8.49
O 6.81 -8.55 -8.42
O 4.49 -7.33 -7.31
H 4.28 -6.41 -7.44
H 4.72 -9.36 -6.33
H 6.23 -9.41 -6.18
H 4.96 -9.63 -9.99
Li 5.42 -8.42 -8.04
*
```

Orbital gap   12.794 eV
Relative energy (zero: lowest compared OMol25 entry of this formula, charge and spin)   4.1081 eV
LUMO level   -3.70 eV

Now the Löwdin charges, all in e: atom 1 (O): -0.051, atom 2 (O): -0.100, atom 3 (H): 0.104, atom 4 (H): 0.096, atom 5 (H): 0.081, atom 6 (H): 0.107, atom 7 (O): -0.055, atom 8 (O): -0.046, atom 9 (H): 0.103, atom 10 (H): 0.100, atom 11 (H): 0.116, atom 12 (H): 0.102, atom 13 (Li): 0.443